Record 1
Below is the molecule C16H21N3O6S, with properties calculated with ωB97M-V/def2-TZVPD.

Positions of all 47 atoms, in Å:
C: -3.75670 -1.01939 -2.67636
C: -3.69930 -2.22698 -1.75068
O: -3.44562 -1.83320 -0.40041
C: -2.15392 -1.69108 -0.06098
O: -1.22369 -1.95127 -0.79631
N: -2.00093 -1.24892 1.21471
C: -0.67328 -0.86724 1.65765
C: -0.60331 0.64472 1.92999
C: -1.64827 1.39571 1.09106
N: -1.46526 1.24533 -0.33567
S: -0.34231 2.16281 -1.12537
O: -0.58951 1.98226 -2.52231
O: -0.38630 3.48077 -0.56432
C: 1.25452 1.43198 -0.74186
C: 2.20454 2.22534 -0.12263
C: 3.46158 1.72744 0.18810
C: 3.71170 0.40923 -0.15003
C: 2.73545 -0.38367 -0.77856
C: 1.48778 0.10912 -1.09239
O: 3.24562 -1.62898 -0.99029
C: 4.52280 -1.64836 -0.51786
O: 5.25648 -2.59243 -0.54700
N: 4.81186 -0.39946 0.00011
C: 6.08163 -0.05247 0.57521
C: -3.06372 0.93565 1.49116
C: -3.06185 -0.54765 1.90329
H: -4.02380 -1.34492 -3.67757
H: -4.50198 -0.30997 -2.32443
H: -2.79186 -0.51868 -2.71852
H: -4.66181 -2.74188 -1.71659
H: -2.91683 -2.92074 -2.07276
H: 0.02982 -1.16130 0.87574
H: -0.43194 -1.42955 2.56614
H: -0.81063 0.85133 2.98115
H: 0.39634 1.01693 1.70488
H: -1.54403 2.47253 1.25455
H: -1.46417 0.30545 -0.69422
H: 1.93367 3.24331 0.10756
H: 4.20863 2.33987 0.66543
H: 0.74107 -0.49518 -1.58073
H: 6.71466 -0.93719 0.52197
H: 5.95890 0.24797 1.61710
H: 6.54338 0.76217 0.01505
H: -3.43222 1.54387 2.31660
H: -3.71969 1.08831 0.63487
H: -4.01486 -1.01992 1.67078
H: -2.87265 -0.65165 2.97474

energy relative to the best compared isomer or geometry (same formula, charge and spin)	9.6	kJ/mol
gap between HOMO and LUMO	9.365	eV
SMILES	CCOC(=O)N1CCC(NS(=O)(=O)c2ccc3c(c2)oc(=O)n3C)CC1
LUMO	0.0188	Ha
HOMO level	-8.85	eV

Now the natural (NBO) charges, all in e:
1 C -0.63
2 C -0.07
3 O -0.52
4 C 0.89
5 O -0.68
6 N -0.45
7 C -0.23
8 C -0.45
9 C -0.05
10 N -0.88
11 S 2.33
12 O -0.93
13 O -0.95
14 C -0.35
15 C -0.19
16 C -0.27
17 C 0.19
18 C 0.25
19 C -0.23
20 O -0.43
21 C 0.87
22 O -0.59
23 N -0.44
24 C -0.41
25 C -0.43
26 C -0.22
27 H 0.22
28 H 0.21
29 H 0.22
30 H 0.19
31 H 0.21
32 H 0.24
33 H 0.20
34 H 0.21
35 H 0.23
36 H 0.24
37 H 0.41
38 H 0.25
39 H 0.23
40 H 0.27
41 H 0.25
42 H 0.21
43 H 0.21
44 H 0.22
45 H 0.23
46 H 0.24
47 H 0.20

=====

Record 2
Below is a structure of composition C18H18IMgN3O6, with properties calculated with ωB97M-V/def2-TZVPD.

Positions of all 47 atoms, in Å:
Mg: 0.68143 -0.32118 0.41620
O: 3.68186 0.50176 3.33132
C: 2.93903 -0.17227 2.45243
O: 2.48457 0.35052 1.46252
C: 2.80890 -1.62757 2.83010
O: 2.00796 -2.33547 1.93194
C: 0.81708 -2.89107 2.48644
C: -0.35286 -1.90123 2.52632
O: -1.46696 -2.35051 2.78370
O: -0.05379 -0.69294 2.24009
H: 3.73790 1.41693 3.00902
H: 3.82631 -2.03453 2.81721
H: 2.45032 -1.68352 3.86109
H: 0.54529 -3.73422 1.85557
H: 1.00194 -3.26799 3.49675
I: -0.18373 2.63030 1.12205
C: 0.47920 3.18130 -0.79291
C: 0.32921 4.50120 -1.10720
C: 0.74457 4.96895 -2.37150
C: 1.28440 4.09349 -3.26269
C: 1.43939 2.72103 -2.94366
C: 1.99778 1.84312 -3.90577
C: 2.14749 0.52348 -3.61215
C: 1.74822 0.03803 -2.34481
C: 1.20198 0.81517 -1.34302
C: 1.04218 2.20612 -1.67463
H: -0.10514 5.19057 -0.39640
H: 0.62884 6.01587 -2.62066
H: 1.60749 4.43291 -4.24028
H: 2.29539 2.24543 -4.86738
H: 2.57043 -0.15480 -4.34443
H: 1.88773 -1.02856 -2.17467
C: -4.67800 -2.13723 0.63312
N: -3.38469 -1.82507 0.06641
C: -2.35694 -2.80946 -0.24331
C: -1.15130 -1.90388 -0.37105
O: 0.03288 -2.24887 -0.43960
N: -1.50743 -0.60810 -0.23881
C: -2.79335 -0.62283 0.12187
N: -3.42493 0.49128 0.48762
H: -4.81969 -3.21406 0.59977
H: -5.48412 -1.67281 0.06275
H: -4.73298 -1.82785 1.67985
H: -2.55997 -3.35785 -1.16423
H: -2.20385 -3.49393 0.59208
H: -2.83922 1.29830 0.65353
H: -4.32080 0.45205 0.93938

energy relative to the best compared isomer or geometry (same formula, charge and spin)	0.0	kJ/mol
gap between HOMO and LUMO	7.723	eV
LUMO	0.0148	Ha
HOMO level	-7.32	eV

Now the natural (NBO) charges, all in e:
1 Mg 1.73
2 O -0.66
3 C 0.81
4 O -0.66
5 C -0.17
6 O -0.53
7 C -0.19
8 C 0.76
9 O -0.71
10 O -0.91
11 H 0.51
12 H 0.22
13 H 0.22
14 H 0.22
15 H 0.19
16 I 0.10
17 C -0.13
18 C -0.27
19 C -0.22
20 C -0.18
21 C -0.09
22 C -0.21
23 C -0.21
24 C -0.28
25 C -0.57
26 C -0.03
27 H 0.22
28 H 0.21
29 H 0.21
30 H 0.20
31 H 0.20
32 H 0.19
33 C -0.42
34 N -0.39
35 C -0.32
36 C 0.66
37 O -0.70
38 N -0.68
39 C 0.67
40 N -0.77
41 H 0.23
42 H 0.21
43 H 0.21
44 H 0.23
45 H 0.26
46 H 0.43
47 H 0.40

=====

Record 3
Below is a structure of composition C24H19N6O3SW, with properties calculated with ωB97M-V/def2-TZVPD.

Positions of all 54 atoms, in Å:
W: -0.07036 -0.40642 0.02264
N: -0.29183 2.23858 3.47557
C: 0.11597 1.60026 2.35835
S: 0.11107 -0.16935 2.39232
N: 0.45306 2.28102 1.31287
N: 0.82261 1.43896 0.26260
C: 1.77431 1.90034 -0.49462
C: 2.46708 1.15936 -1.49838
C: 3.31136 1.84740 -2.38934
C: 4.01793 1.16276 -3.34710
C: 3.91241 -0.22926 -3.41879
C: 3.11653 -0.93588 -2.54092
C: 2.39255 -0.24744 -1.57112
O: 1.63558 -0.93450 -0.70444
H: -0.33668 1.73314 4.34264
H: -0.14586 3.23497 3.52051
H: 2.07533 2.92451 -0.29447
H: 3.38719 2.92507 -2.31736
H: 4.65499 1.69460 -4.03905
H: 4.47062 -0.76598 -4.17460
H: 3.04326 -2.01328 -2.58232
C: -1.66835 -6.42095 3.85252
O: -3.00966 -5.97575 3.97307
C: -3.65562 -5.59101 2.85193
C: -3.10536 -5.63382 1.57397
C: -3.85239 -5.20856 0.48217
C: -5.15254 -4.76089 0.66045
C: -5.72237 -4.78542 1.93545
C: -4.97506 -5.16214 3.02774
N: -6.04440 -4.37500 -0.38864
N: -5.72877 -3.63038 -1.32381
C: -4.42949 -3.00691 -1.39033
C: -3.64902 -3.19362 -2.49713
C: -2.41077 -2.53184 -2.65656
C: -1.99746 -1.66129 -1.68953
O: -0.84021 -0.95845 -1.68549
C: -2.79928 -1.44689 -0.55291
N: -2.27265 -0.57426 0.35870
C: -3.01794 -0.23275 1.39821
C: -4.30852 -0.74266 1.59068
C: -4.81120 -1.67491 0.71900
C: -4.04149 -2.07160 -0.39340
H: -1.32861 -6.62497 4.86305
H: -1.03534 -5.65040 3.40550
H: -1.60844 -7.33604 3.25919
H: -2.10861 -6.01608 1.41061
H: -3.41554 -5.27232 -0.50329
H: -6.76141 -4.50318 2.04683
H: -5.39731 -5.17241 4.02305
H: -3.99078 -3.87022 -3.26942
H: -1.81468 -2.69169 -3.54396
H: -2.58555 0.45913 2.10668
H: -4.87981 -0.40467 2.44247
H: -5.79654 -2.09660 0.86798

energy relative to the best compared isomer or geometry (same formula, charge and spin)	0.0	kJ/mol
gap between HOMO and LUMO (alpha / beta)	6.456 / 6.133	eV
expectation value of S²	2.0197
LUMO (alpha / beta)	-0.1490 / -0.1623	Ha
charge	+1
2S+1	3
HOMO level (alpha / beta)	-10.51 / -10.55	eV

Now the natural (NBO) charges, all in e:
1 W 1.75
2 N -0.78
3 C 0.29
4 S -0.14
5 N -0.38
6 N -0.36
7 C 0.20
8 C -0.24
9 C -0.12
10 C -0.23
11 C -0.13
12 C -0.28
13 C 0.43
14 O -0.70
15 H 0.41
16 H 0.42
17 H 0.23
18 H 0.23
19 H 0.24
20 H 0.23
21 H 0.24
22 C -0.26
23 O -0.48
24 C 0.32
25 C -0.32
26 C -0.15
27 C -0.02
28 C -0.18
29 C -0.24
30 N -0.08
31 N -0.12
32 C 0.07
33 C -0.19
34 C -0.21
35 C 0.27
36 O -0.71
37 C 0.09
38 N -0.53
39 C 0.12
40 C -0.26
41 C -0.09
42 C -0.03
43 H 0.21
44 H 0.17
45 H 0.18
46 H 0.23
47 H 0.22
48 H 0.24
49 H 0.24
50 H 0.24
51 H 0.24
52 H 0.22
53 H 0.25
54 H 0.25

=====

Record 4
Below is a cluster of 3 separate species, C21H32ClF6N6O7P2S in total, with properties calculated with ωB97M-V/def2-TZVPD.

Positions of all 76 atoms, in Å:
C: 4.69958 -2.47303 2.03288
C: 3.64319 -1.42763 2.46246
P: 2.49876 -2.26716 3.61073
C: 3.25105 -1.75195 5.18215
N: 0.99567 -1.21176 3.41393
C: 0.30904 -1.18639 2.25551
P: 0.64699 -2.00093 0.63404
O: -0.80624 -2.48970 0.22529
O: 1.51318 -3.29673 0.95432
S: 1.42694 -0.78320 -0.58275
N: -0.75891 -0.41034 2.29421
C: -0.80860 0.11753 3.52656
N: -1.76529 0.95582 3.91390
C: -2.79043 1.30243 2.90026
C: -3.92730 0.28748 2.69361
O: -3.68975 -0.64633 1.65269
C: -4.30112 -0.53470 3.93893
N: -3.51873 -1.72742 4.19369
C: -1.79850 1.61027 5.19179
C: -2.24829 0.97337 6.32712
C: -2.25435 1.68294 7.50932
C: -1.81829 2.99520 7.49078
N: -1.39137 3.61463 6.39665
C: -1.38219 2.92673 5.26736
N: 0.26780 -0.34136 4.23466
Cl: 0.73502 -0.03924 5.80865
H: 4.52885 -3.45069 2.50138
H: 5.69649 -2.15773 2.33499
H: 4.66781 -2.64391 0.95770
H: 4.11951 -0.58858 2.97733
H: 3.10663 -1.00664 1.61034
H: 2.71120 -2.13308 6.04620
H: 3.35153 -0.66992 5.25800
H: 4.25544 -2.18420 5.14239
H: -1.29893 -3.00563 0.87748
H: 1.27229 -3.79301 1.75244
H: -2.27619 1.50573 1.95659
H: -3.23414 2.24307 3.23159
H: -4.81382 0.88668 2.44263
H: -3.36243 -0.19587 0.86559
H: -4.27882 0.11463 4.81697
H: -5.34548 -0.83509 3.81712
H: -2.61286 -1.55149 4.60157
H: -3.42979 -2.28381 3.35551
H: -2.58426 -0.05760 6.29052
H: -2.60552 1.23511 8.43001
H: -1.81861 3.57728 8.40789
H: -1.02572 3.43280 4.37279
C: 3.24125 0.18480 -3.92121
C: 2.15095 -0.64389 -4.55973
O: 2.13591 -0.47953 -5.99450
C: 3.01324 -1.19257 -6.68496
O: 3.82299 -1.95931 -6.26079
C: 2.80755 -0.92727 -8.19561
F: 2.66311 0.37828 -8.44288
F: 1.69145 -1.55107 -8.60396
F: 3.83242 -1.38583 -8.89403
H: 3.14347 1.23279 -4.20510
H: 3.16293 0.11033 -2.83741
H: 4.22959 -0.16044 -4.22184
H: 1.16504 -0.30985 -4.24248
H: 2.25201 -1.70181 -4.32014
C: -0.75604 1.50557 -8.62955
C: -0.87110 0.86189 -7.26786
O: -1.03784 1.85090 -6.22093
C: -2.26249 2.30938 -6.03560
O: -3.25804 2.01010 -6.62264
C: -2.26385 3.30200 -4.84834
F: -1.24416 4.15941 -4.91783
F: -2.14909 2.61528 -3.69571
F: -3.39698 3.98783 -4.81192
H: 0.05601 2.23265 -8.63907
H: -0.54582 0.74086 -9.37648
H: -1.67960 2.01370 -8.90437
H: 0.04532 0.34369 -6.99917
H: -1.69924 0.15555 -7.22170

gap between HOMO and LUMO	8.701	eV
LUMO	-0.1264	Ha
charge	+1
HOMO level	-12.14	eV

Now the Mulliken charges, all in e:
1 C -1.26
2 C -0.08
3 P -0.10
4 C -1.31
5 N 0.18
6 C -0.46
7 P 0.67
8 O -0.45
9 O -0.44
10 S -0.36
11 N -0.02
12 C 0.70
13 N 0.55
14 C -1.10
15 C 0.29
16 O -0.55
17 C -1.11
18 N -0.49
19 C -0.88
20 C 0.56
21 C -0.78
22 C -0.36
23 N -0.59
24 C -0.18
25 N 0.10
26 Cl 0.03
27 H 0.36
28 H 0.33
29 H 0.34
30 H 0.53
31 H 0.14
32 H 0.42
33 H 0.43
34 H 0.39
35 H 0.34
36 H 0.40
37 H 0.59
38 H 0.52
39 H 0.38
40 H 0.38
41 H 0.23
42 H 0.46
43 H 0.20
44 H 0.30
45 H 0.40
46 H 0.43
47 H 0.38
48 H 0.45
49 C -1.02
50 C -0.26
51 O -0.21
52 C 0.25
53 O -0.52
54 C 0.91
55 F -0.24
56 F -0.25
57 F -0.24
58 H 0.32
59 H 0.19
60 H 0.33
61 H 0.39
62 H 0.33
63 C -1.25
64 C 0.34
65 O -0.30
66 C 0.30
67 O -0.51
68 C 0.93
69 F -0.24
70 F -0.26
71 F -0.24
72 H 0.30
73 H 0.37
74 H 0.41
75 H -0.18
76 H 0.36

=====

Record 5
Below is the molecule C3H6N2, with properties calculated with ωB97M-V/def2-TZVPD.

Positions of all 11 atoms, in Å:
C: -0.72450 -1.01489 0.35030
C: -0.11324 0.31778 -0.01081
N: 0.99665 0.70007 0.79441
C: -0.02625 1.00206 -2.28804
N: 0.27361 0.18988 -1.47539
H: -1.55109 -1.21608 -0.33837
H: 0.02859 -1.79770 0.22053
H: -1.09097 -1.01012 1.37879
H: -0.86342 1.11434 0.06322
H: 1.29641 1.64622 0.57586
H: 1.77923 0.07312 0.63922

energy relative to the best compared isomer or geometry (same formula, charge and spin)	158.0	kJ/mol
gap between HOMO and LUMO	11.034	eV
LUMO	0.0245	Ha
HOMO level	-10.37	eV

Now the natural (NBO) charges, all in e:
1 C -0.61
2 C 0.11
3 N -0.81
4 C 0.32
5 N -0.60
6 H 0.22
7 H 0.21
8 H 0.22
9 H 0.20
10 H 0.37
11 H 0.36

=====

Record 6
Below is a structure of composition C13H19Cl5OPPtS5, with properties calculated with ωB97M-V/def2-TZVPD.

Positions of all 45 atoms, in Å:
Pt: 0.30613 1.50002 -0.39702
Cl: 0.15646 4.31729 1.41483
C: 1.13995 3.03862 2.06118
C: 1.21258 1.81932 1.39473
C: 2.03982 0.84854 1.94911
Cl: 2.14914 -0.70646 1.18845
C: 2.77137 1.06732 3.11686
Cl: 3.78564 -0.15750 3.75966
C: 2.66963 2.29491 3.76945
Cl: 3.54953 2.58138 5.21137
C: 1.84554 3.28604 3.24024
Cl: 1.71066 4.79723 4.04152
S: 2.45889 1.62382 -1.47620
S: 2.36098 3.51749 -1.22229
S: -1.09870 3.37154 -2.95322
S: -0.78824 1.52735 -2.64477
C: 2.11658 -4.30745 -1.64485
C: 1.69819 -2.91058 -2.08389
S: 0.30921 -2.28746 -1.12921
O: 0.12973 -0.84863 -1.58200
C: -1.03363 -3.22667 -1.89812
C: -1.39444 -2.74608 -3.29523
H: 3.06952 -4.56390 -2.10474
H: 1.39530 -5.06618 -1.94587
H: 2.24259 -4.36382 -0.56322
H: 1.42883 -2.85393 -3.13879
H: 2.48363 -2.17814 -1.89120
H: -1.87043 -3.13742 -1.20509
H: -0.70584 -4.26698 -1.88125
H: -1.38766 -1.65739 -3.34345
H: -2.39308 -3.09483 -3.55418
H: -0.70521 -3.12527 -4.04803
C: -2.52570 -0.17731 0.17692
P: -1.71155 1.36143 0.68156
C: -2.92233 2.63028 0.24168
C: -1.71797 1.25806 2.48981
H: -3.48125 -0.27776 0.69465
H: -1.88400 -1.01849 0.43616
H: -2.69151 -0.17980 -0.89997
H: -3.82354 2.46591 0.83414
H: -3.17279 2.54268 -0.81547
H: -2.53731 3.62876 0.43776
H: -2.69083 1.57989 2.86169
H: -0.94440 1.87381 2.93775
H: -1.54952 0.22037 2.77852

energy relative to the best compared isomer or geometry (same formula, charge and spin)	0.0	kJ/mol
gap between HOMO and LUMO (alpha / beta)	8.776 / 5.773	eV
expectation value of S²	6.0214
LUMO (alpha / beta)	-0.1025 / -0.2144	Ha
charge	+1
2S+1	5
HOMO level (alpha / beta)	-11.56 / -11.61	eV

Now the natural (NBO) charges, all in e:
1 Pt 0.43
2 Cl 0.03
3 C -0.12
4 C -0.27
5 C -0.01
6 Cl 0.02
7 C -0.12
8 Cl 0.09
9 C -0.08
10 Cl 0.09
11 C -0.08
12 Cl 0.09
13 S 0.02
14 S 0.15
15 S 0.16
16 S 0.02
17 C -0.63
18 C -0.60
19 S 1.25
20 O -1.06
21 C -0.60
22 C -0.63
23 H 0.24
24 H 0.21
25 H 0.22
26 H 0.23
27 H 0.24
28 H 0.23
29 H 0.24
30 H 0.23
31 H 0.23
32 H 0.22
33 C -0.96
34 P 1.15
35 C -0.97
36 C -0.96
37 H 0.25
38 H 0.25
39 H 0.25
40 H 0.25
41 H 0.25
42 H 0.27
43 H 0.25
44 H 0.26
45 H 0.26

=====

Record 7
Below is the molecule C2H3NS, with properties calculated with ωB97M-V/def2-TZVPD.

Positions of all 7 atoms, in Å:
C: -0.18283 -0.55727 -0.32312
N: 0.17393 0.60497 -0.51152
C: 1.62749 0.77438 -0.06064
S: 2.77471 -0.37946 -0.00540
H: 0.52976 -1.34795 0.16926
H: -1.17598 -0.94627 -0.55307
H: 1.69517 1.92133 -0.08936

energy relative to the best compared isomer or geometry (same formula, charge and spin)	165.0	kJ/mol
gap between HOMO and LUMO (alpha / beta)	8.555 / 8.555	eV
SMILES	C=NC=S
LUMO (alpha / beta)	-0.0303 / -0.0303	Ha
HOMO level (alpha / beta)	-9.38 / -9.38	eV

Now the natural (NBO) charges, all in e:
1 C 0.01
2 N -0.45
3 C -0.16
4 S 0.06
5 H 0.16
6 H 0.18
7 H 0.21

=====

Record 8
Below is the molecule C7H6, with properties calculated with ωB97M-V/def2-TZVPD.

Positions of all 13 atoms, in Å:
C: -0.56936 -0.29615 1.49863
C: -1.67743 -1.03897 1.32350
C: 0.81891 -0.14108 1.82717
C: -1.40212 -0.89629 0.01473
C: 0.48304 0.50578 0.72272
C: -1.23624 -0.81744 -1.29506
C: 0.99352 1.06639 -0.45267
H: 1.53621 -0.33488 2.62005
H: -0.38557 -1.08875 -1.81359
H: -1.97219 -0.31727 -2.01625
H: 1.98395 1.45404 -0.28843
H: 0.19662 1.67112 -0.88854
H: 1.23066 0.23350 -1.25224

energy relative to the best compared isomer or geometry (same formula, charge and spin)	534.3	kJ/mol
gap between HOMO and LUMO	8.371	eV
LUMO	0.0138	Ha
HOMO level	-8.00	eV

Now the natural (NBO) charges, all in e:
1 C 0.11
2 C -0.30
3 C -0.20
4 C 0.18
5 C 0.11
6 C -0.64
7 C -0.70
8 H 0.23
9 H 0.21
10 H 0.24
11 H 0.24
12 H 0.26
13 H 0.27